Entry 1:
# C3H13N2O

2 unconnected molecules or ions with the total composition C3H13N2O (ωB97M-V with the def2-TZVPD basis set, the Open Molecules 2025 dataset).

Cartesian coordinates (Å):
H (0.56, -0.73, -0.43)
H (0.82, 2.14, -0.10)
H (-0.60, -0.97, -3.53)
H (-0.45, 1.68, 1.98)
H (0.49, 0.43, -1.58)
C (-0.56, -0.44, 1.88)
H (-1.37, -0.36, 2.59)
N (0.99, 0.17, -0.71)
H (0.05, 0.31, -4.09)
C (-0.45, 0.93, 1.19)
H (-1.36, 1.08, 0.62)
H (-1.72, -1.57, 0.56)
N (-0.76, -1.51, 0.88)
C (0.81, 1.16, 0.37)
O (0.05, -0.28, -3.33)
H (0.37, -0.68, 2.39)
H (1.68, 1.09, 1.01)
H (-0.55, -2.41, 1.29)
H (1.99, -0.02, -0.98)

Output
Multiplicity: 2
Lowest unoccupied orbital energy (alpha / beta) (eV): 0.9 / 0.7
Frontier orbital gap (alpha / beta) (eV): 3.53 / 10.88
ΔE to the lowest compared entry with this formula, charge and spin (kJ/mol): 0.00

These are the Mulliken partial charges, in e, on atoms 1 to 8: 0.2694, 0.5619, 0.4168, 0.3640, 0.4725, -0.8537, 0.3337, -0.8143



Entry 2:
# C19H56N9O9

A molecular structure, C19H56N9O9 at a distorted geometry (ωB97M-V with the def2-TZVPD basis set, the Open Molecules 2025 dataset).

Cartesian coordinates (Å):
N (17.03, -0.49, 24.44)
H (18.76, -7.21, 30.84)
H (20.38, 2.36, 31.44)
O (17.12, 1.99, 23.78)
H (18.69, -0.80, 26.33)
N (18.67, 0.58, 24.08)
H (17.31, 0.36, 33.11)
H (20.30, -1.35, 25.44)
H (17.25, -7.08, 31.67)
N (21.77, 0.90, 31.58)
H (22.68, -0.87, 26.10)
C (18.84, -3.33, 29.56)
O (19.34, 0.38, 32.76)
H (21.61, 2.08, 29.30)
H (18.39, -3.65, 24.33)
O (17.77, -5.40, 30.54)
H (19.00, -5.39, 28.97)
H (16.46, -0.19, 29.27)
C (21.17, -0.67, 27.30)
H (22.62, -1.47, 28.84)
H (16.30, -0.56, 23.75)
C (17.28, -1.76, 25.05)
H (25.83, -1.23, 27.16)
H (19.65, 0.35, 24.21)
H (18.21, -0.18, 34.41)
C (24.54, -0.66, 25.75)
C (18.24, -2.59, 24.12)
O (21.82, -5.02, 25.62)
H (20.17, -0.76, 27.73)
C (18.97, -4.84, 29.91)
O (25.05, -2.33, 28.09)
C (21.57, -3.84, 25.59)
C (19.38, 0.54, 31.35)
H (17.87, -1.26, 33.04)
H (17.97, -3.05, 28.97)
H (20.39, -2.36, 24.96)
H (21.39, 0.72, 32.50)
O (22.08, -0.55, 24.91)
H (22.34, -2.21, 30.92)
H (21.62, 0.20, 27.76)
C (23.95, -3.17, 28.29)
H (17.59, -1.48, 29.13)
H (20.08, -3.29, 27.73)
H (21.78, -1.51, 27.64)
C (20.68, 1.57, 29.53)
C (18.19, -0.26, 33.32)
C (20.58, 1.39, 30.98)
H (20.98, -2.82, 29.15)
H (17.24, -7.37, 29.95)
N (22.41, -2.89, 25.94)
H (19.16, 3.34, 22.66)
N (18.89, -2.52, 30.81)
N (23.58, -1.20, 26.44)
O (23.03, -2.70, 30.47)
H (20.77, 0.71, 28.87)
H (26.56, -0.83, 25.63)
H (17.85, 0.09, 24.41)
H (16.57, 0.05, 25.16)
O (16.82, -0.96, 27.31)
H (24.29, -4.08, 28.77)
C (18.25, 1.67, 23.60)
C (17.86, -1.50, 26.43)
H (18.32, -2.42, 26.77)
C (20.96, -0.54, 25.76)
H (23.53, -3.48, 27.33)
H (18.20, -2.87, 31.47)
O (24.28, 0.07, 24.82)
H (21.85, -2.93, 28.92)
H (23.74, -1.56, 27.37)
H (22.27, 1.77, 31.68)
C (22.85, -2.51, 29.07)
H (25.56, -2.44, 28.90)
H (19.49, -0.44, 30.88)
H (19.89, -1.66, 28.53)
H (18.04, 0.16, 28.67)
H (18.48, 1.07, 31.05)
N (25.74, -0.95, 26.19)
H (16.31, -2.24, 25.17)
N (19.21, 2.42, 23.08)
H (19.90, -4.97, 30.46)
H (17.96, -2.55, 23.07)
C (17.75, -6.81, 30.74)
H (23.34, -3.22, 26.11)
C (20.01, -2.73, 28.66)
H (19.26, -2.20, 24.11)
H (19.77, -2.64, 31.30)
N (20.51, -3.36, 25.07)
H (22.18, -1.94, 25.68)
H (19.83, 2.09, 29.09)
C (17.24, -0.58, 28.62)
H (20.18, 2.12, 23.11)
H (20.25, 0.27, 25.58)
H (19.77, -3.97, 24.75)

Output
Multiplicity: 1
Charge: -1
Lowest unoccupied orbital energy (eV): 2.2
Frontier orbital gap (eV): 6.37
ΔE to the lowest compared entry with this formula, charge and spin (kJ/mol): 1481.98

These are the Mulliken partial charges, in e, on atoms 1 to 8: -0.4346, 0.3138, 0.4299, -0.7657, -0.5560, -0.7179, 0.3353, -1.0495



Entry 3:
# C4H7NO2

C4H7NO2 in the gas phase (ωB97M-V with the def2-TZVPD basis set, the Open Molecules 2025 dataset).

Cartesian coordinates (Å):
O (1.16, 1.15, 0.36)
O (-0.97, -0.59, 1.49)
N (1.16, -1.08, -0.45)
C (-0.97, -0.03, 0.18)
H (-0.36, 1.69, -0.90)
H (-0.27, -1.26, 1.50)
H (-2.03, 0.12, -0.07)
H (2.72, -0.08, 0.45)
C (-0.25, 1.31, 0.11)
H (-0.65, 2.06, 0.79)
C (-0.25, -0.93, -0.83)
C (1.69, -0.06, 0.09)
H (-0.30, -0.49, -1.83)
H (-0.75, -1.90, -0.92)

Output
Multiplicity: 1
Lowest unoccupied orbital energy (eV): 0.8
SMILES: O[C@@H]1CN=COC1
Frontier orbital gap (eV): 10.76
ΔE to the lowest compared entry with this formula, charge and spin (kJ/mol): 145.03

These are the Mulliken partial charges, in e, on atoms 1 to 8: -0.3673, -0.5593, -0.5392, -0.1236, 0.3091, 0.3936, 0.3795, 0.4076



Entry 4:
# C8H16O2

2 unconnected molecules or ions with the total composition C8H16O2 at a distorted geometry (ωB97M-V with the def2-TZVPD basis set, the Open Molecules 2025 dataset).

Cartesian coordinates (Å):
O (-2.85, 0.91, -2.17)
H (-1.21, -0.16, -4.81)
H (-0.53, 1.24, 1.61)
C (-0.11, 1.37, 2.62)
H (-2.58, 0.03, 0.24)
H (-0.46, 0.53, 3.26)
H (3.92, -1.08, 1.80)
H (-0.49, 2.31, 3.04)
H (-1.10, -1.74, -2.28)
H (3.76, -0.01, 3.23)
C (-2.48, -0.78, -0.51)
C (1.37, 1.38, 2.44)
C (-0.73, -0.27, -3.83)
O (2.01, 2.45, 2.59)
H (1.97, -0.14, 0.91)
H (0.21, -0.83, -3.96)
C (2.04, 0.05, 2.00)
H (1.59, -0.81, 2.52)
C (-2.43, -0.26, -1.92)
H (-2.39, -1.64, -3.52)
C (3.51, -0.12, 2.16)
H (-1.54, -1.32, -0.33)
C (-1.67, -1.04, -2.92)
H (-0.49, 0.73, -3.44)
H (-3.32, -1.48, -0.37)
H (3.98, 0.70, 1.60)

Output
Multiplicity: 1
Lowest unoccupied orbital energy (eV): 0.5
SMILES: CCC(C)=O.CCC(C)=O
Frontier orbital gap (eV): 10.26
ΔE to the lowest compared entry with this formula, charge and spin (kJ/mol): 178.17

These are the Mulliken partial charges, in e, on atoms 1 to 8: -0.5980, 0.2659, 0.0721, -0.8408, 0.2592, 0.3385, 0.3595, 0.3164



Entry 5:
# C22H41F9IO7PS

4 unconnected molecules or ions with the total composition C22H41F9IO7PS at a distorted geometry (ωB97M-V with the def2-TZVPD basis set, the Open Molecules 2025 dataset).

Cartesian coordinates (Å):
H (-1.93, -1.98, 7.19)
C (-0.73, -3.83, 5.90)
H (2.08, 0.09, -0.03)
C (1.40, -2.89, 1.33)
S (1.36, -3.45, -2.34)
C (-0.65, 1.98, -6.74)
C (-2.83, 3.56, -1.05)
F (-0.13, -3.07, -2.64)
C (4.61, 1.74, 1.53)
H (2.33, -0.56, -6.55)
C (-0.24, -1.43, 5.91)
O (0.53, -0.55, 5.64)
O (1.50, 1.76, -5.56)
H (-6.06, 3.68, -0.22)
F (1.19, -4.81, -3.12)
H (1.31, 3.97, 0.47)
C (0.65, 2.56, -6.22)
H (2.04, 0.99, 2.31)
F (1.77, -2.76, -3.70)
H (-0.03, -1.43, 2.14)
C (0.07, 0.77, 1.09)
C (1.04, 3.08, 1.00)
C (1.32, -0.58, -6.16)
H (-1.04, 1.16, -6.15)
C (4.42, 0.48, 2.38)
H (-7.00, 4.94, -1.04)
F (2.89, -3.80, -2.10)
H (5.56, 1.72, 1.01)
H (-2.48, -4.95, 5.35)
H (-1.94, 4.07, -0.67)
F (-0.45, -4.35, 1.19)
H (4.60, 2.64, 2.14)
H (1.42, -1.68, 3.06)
O (-0.41, 3.12, 0.94)
C (3.63, -0.64, 1.70)
H (-1.40, 2.77, -6.73)
C (-3.42, 4.32, -2.22)
H (1.39, 2.90, 2.00)
H (3.67, -1.53, 2.32)
H (2.33, -2.85, 0.78)
P (1.78, -0.03, 1.36)
H (5.40, 0.07, 2.59)
H (0.27, 2.00, -0.71)
H (-2.28, -0.81, 5.90)
O (-6.70, 3.28, -2.96)
O (0.97, 3.70, -6.45)
H (-0.05, -4.66, 5.77)
H (-2.66, -3.20, 5.14)
C (-1.96, -4.04, 5.05)
H (3.97, 0.70, 3.33)
H (-1.69, -4.11, 4.00)
H (-2.69, 4.39, -3.02)
C (0.22, 2.05, 0.35)
F (1.58, -2.08, -1.59)
C (0.29, -3.45, 0.43)
H (0.64, -0.40, -6.99)
H (-0.50, 1.65, -7.77)
C (0.83, -4.33, -0.74)
H (3.86, 1.87, 0.77)
H (-3.55, 3.47, -0.23)
H (-3.69, 5.34, -1.96)
I (4.60, -1.09, -0.20)
O (0.01, -2.68, 5.48)
O (-4.54, 3.63, -2.79)
H (-0.96, -3.77, 6.97)
H (-0.58, 0.16, 0.48)
H (-1.36, -0.33, 7.33)
C (-1.54, -1.14, 6.63)
C (1.16, 0.46, -5.08)
C (-6.03, 4.44, -1.00)
H (1.11, -1.58, -5.77)
F (1.91, -5.03, -0.26)
H (-5.29, 5.20, -0.74)
H (0.16, 0.46, -4.64)
C (1.04, -1.60, 2.05)
H (-2.55, 2.55, -1.35)
F (-0.60, -2.50, 0.01)
F (-0.14, -5.24, -1.09)
C (-5.80, 3.76, -2.33)
H (1.86, 0.27, -4.26)
H (-0.39, 1.07, 2.02)
H (1.54, -3.64, 2.10)

Output
Multiplicity: 1
Lowest unoccupied orbital energy (eV): 0.3
SMILES: CC[C@H](I)[PH2](CCC(F)(F)C(F)(F)S(F)(F)(F)(F)F)C[C@@H]1CO1.CCOC(C)=O.CCOC(C)=O.CCOC(C)=O
Frontier orbital gap (eV): 8.79
ΔE to the lowest compared entry with this formula, charge and spin (kJ/mol): 0.00

These are the Mulliken partial charges, in e, on atoms 1 to 8: 0.3562, -0.4754, -0.2280, -0.8926, 1.4169, -0.9255, -0.5883, -0.3000



Entry 6:
# C21H25FN2O3

C21H25FN2O3 in the gas phase (ωB97M-V with the def2-TZVPD basis set, the Open Molecules 2025 dataset).

Cartesian coordinates (Å):
C (0.93, -1.94, 0.07)
C (-2.78, -1.10, 1.72)
H (-2.24, 0.68, -1.93)
H (4.12, -1.47, 2.39)
H (-4.26, -0.28, -1.14)
C (-1.68, 2.73, -1.69)
H (-1.38, 2.71, -2.74)
H (0.23, -1.74, -1.97)
H (-4.86, -1.58, 2.11)
C (4.39, -1.18, 1.38)
H (2.39, -1.00, -2.81)
H (-2.84, -0.11, 2.17)
H (-0.97, -3.32, -1.03)
H (-4.67, 0.12, 0.56)
C (-0.24, 4.00, -0.05)
H (1.05, 5.00, 1.36)
C (-3.86, 0.05, -0.17)
C (-1.31, -2.77, -0.14)
F (2.82, 3.13, 1.66)
N (-2.43, 1.52, -1.41)
H (5.25, -1.78, 1.07)
H (-0.94, 4.82, -0.12)
O (-3.44, 2.35, 0.44)
C (3.39, -1.06, -0.92)
C (3.24, -1.35, 0.44)
C (2.29, -1.22, -1.76)
H (-2.34, 3.58, -1.52)
H (4.72, -0.14, 1.40)
O (-0.22, -2.39, 0.67)
H (-3.84, -2.99, 1.85)
H (4.62, -0.40, -2.54)
N (-2.90, -0.94, 0.28)
C (-2.17, -1.60, -0.63)
H (5.48, -1.32, -1.30)
C (0.86, 4.11, 0.77)
H (-3.74, -2.09, 3.37)
C (4.70, -0.58, -1.47)
H (2.22, 1.05, 0.22)
C (-3.23, 1.44, -0.33)
H (1.89, -2.02, 1.96)
C (0.43, 1.79, -0.69)
O (-2.22, -1.31, -1.82)
H (-1.80, -1.52, 1.95)
C (1.53, 1.87, 0.13)
C (-3.87, -2.00, 2.30)
H (5.00, 0.34, -0.98)
C (1.06, -1.65, -1.28)
H (0.26, 0.89, -1.26)
H (-1.92, -3.44, 0.47)
C (1.73, 3.04, 0.85)
C (-0.46, 2.85, -0.80)
C (2.02, -1.79, 0.91)

Output
Multiplicity: 1
Lowest unoccupied orbital energy (eV): 0.7
SMILES: CCN(CC(=O)NCc1ccc(F)cc1)C(=O)COc1ccc(C)c(C)c1
Frontier orbital gap (eV): 9.24
ΔE to the lowest compared entry with this formula, charge and spin (kJ/mol): 35.53

These are the Mulliken partial charges, in e, on atoms 1 to 8: 1.0583, -0.6404, 0.2979, 0.4056, 0.5253, -1.3606, 0.4072, 0.3811



Entry 7:
# C13H15NiPSe2

A molecular structure, C13H15NiPSe2 at a distorted geometry (ωB97M-V with the def2-TZVPD basis set, the Open Molecules 2025 dataset).

Cartesian coordinates (Å):
C (1.61, 2.63, -2.06)
C (0.04, -1.99, 1.98)
H (0.50, -3.38, 3.56)
H (1.93, 0.73, 1.10)
C (-3.83, -1.98, -1.63)
H (2.54, -2.14, 4.28)
H (3.25, -0.07, 3.07)
C (0.43, -0.79, 1.38)
H (-1.07, -1.41, -3.19)
H (-0.86, -2.50, 1.62)
H (1.87, 4.69, -1.45)
H (-0.84, 2.31, 0.96)
H (0.30, 4.50, 0.49)
H (-4.47, -2.27, -0.78)
C (1.00, 1.41, -1.77)
C (1.96, -1.78, 3.44)
Ni (-2.10, -1.50, -1.85)
C (2.37, -0.62, 2.77)
H (-3.67, -2.81, -2.38)
H (1.17, 0.53, -2.41)
Se (0.28, -1.93, -1.51)
Se (-2.63, -0.28, 0.19)
C (-0.12, 2.42, 0.16)
P (-0.47, -0.31, -0.11)
C (0.51, 3.64, -0.14)
H (2.28, 2.71, -2.91)
H (-4.29, -1.19, -2.29)
C (1.38, 3.73, -1.23)
C (0.20, 1.32, -0.63)
C (0.80, -2.48, 3.04)
C (1.62, -0.14, 1.68)
H (-1.71, -1.06, -3.35)

Output
Multiplicity: 3
Lowest unoccupied orbital energy (alpha / beta) (eV): 0.4 / -0.2
Frontier orbital gap (alpha / beta) (eV): 7.20 / 7.96
ΔE to the lowest compared entry with this formula, charge and spin (kJ/mol): 146.96

These are the Mulliken partial charges, in e, on atoms 1 to 8: -0.6536, -0.5054, 0.3853, 0.2815, -0.9964, 0.3632, 0.3858, 0.8142



Entry 8:
# C26H21ClNS4Tc

A molecular structure, C26H21ClNS4Tc at a distorted geometry (ωB97M-V with the def2-TZVPD basis set, the Open Molecules 2025 dataset).

Cartesian coordinates (Å):
C (0.32, -0.41, 5.99)
N (-1.28, -0.92, -1.26)
H (2.38, 0.75, -7.65)
H (1.55, -2.69, -5.25)
H (1.88, -1.87, 6.09)
C (0.93, 1.89, 1.55)
H (-1.21, 1.03, 5.59)
C (-2.33, -0.56, -0.48)
C (1.59, 2.47, 2.63)
C (1.57, -0.81, -4.23)
C (-3.38, -2.70, -0.76)
S (1.30, -1.56, -2.61)
C (-3.38, -1.42, -0.22)
H (2.00, -1.69, -7.45)
H (-0.42, -0.83, 1.30)
C (1.35, -1.42, 4.07)
C (0.57, -0.88, 1.75)
C (-0.40, 0.19, 3.79)
C (-0.65, 3.69, 1.57)
C (0.51, -0.69, 3.23)
C (1.12, 3.65, 3.19)
H (-0.36, 5.19, 3.07)
C (1.74, 0.58, -4.33)
C (-0.28, -2.47, -2.88)
C (-2.34, -3.04, -1.61)
H (-4.19, -1.08, 0.40)
H (-4.17, -3.39, -0.54)
H (1.04, -1.82, 1.48)
C (-0.20, 2.51, 1.02)
S (1.59, 1.64, -2.95)
H (-1.52, 4.18, 1.14)
H (-2.32, -4.00, -2.10)
Tc (0.29, 0.31, -1.56)
H (2.19, 2.19, -5.65)
H (2.08, -2.09, 3.66)
C (1.67, -1.62, -5.35)
C (-0.50, 0.34, 5.16)
Cl (0.20, -0.23, 7.70)
H (-0.08, -3.54, -2.88)
C (0.00, 4.26, 2.65)
C (-1.33, -2.13, -1.87)
C (2.14, 0.31, -6.69)
H (-1.06, 0.78, 3.16)
C (2.04, 1.12, -5.58)
H (2.47, 1.99, 3.03)
S (-1.04, 1.97, -0.49)
H (-0.63, -2.18, -3.88)
C (1.25, -1.29, 5.44)
H (-2.27, 0.77, 1.21)
C (-2.36, 0.82, 0.13)
C (1.93, -1.06, -6.58)
H (-3.32, 1.29, -0.11)
S (1.64, 0.39, 0.90)
H (1.64, 4.09, 4.02)

Output
Multiplicity: 2
Charge: +1
Lowest unoccupied orbital energy (alpha / beta) (eV): -3.5 / -3.7
Frontier orbital gap (alpha / beta) (eV): 6.56 / 6.64
ΔE to the lowest compared entry with this formula, charge and spin (kJ/mol): 88.75

These are the Mulliken partial charges, in e, on atoms 1 to 8: 0.3422, 0.0533, 0.3827, 0.4376, 0.4380, 0.4461, 0.4358, 0.3446